[1]
Here is 10 unconnected molecules or ions with the total composition C45H110O30S5 in a non-equilibrium geometry from the Open Molecules 2025 dataset. Energies are from wB97M-V/def2-TZVPD.

Geometry as ORCA input:
```
! wB97M-V def2-TZVPD RIJCOSX def2/J DEFGRID3
* xyz 0 1
C 1.88 4.46 4.97
C 3.12 5.37 5.11
O 3.22 6.20 4.01
S 3.55 7.86 4.09
C 2.02 8.47 5.02
O 4.77 8.06 4.84
O 3.43 8.28 2.68
H 1.94 3.44 5.34
H 1.62 4.24 3.93
H 0.99 4.92 5.39
H 3.29 5.80 6.10
H 4.01 4.74 4.99
H 1.91 8.05 6.02
H 1.08 8.25 4.52
H 2.09 9.55 5.11
C -2.11 7.61 2.77
C -1.88 7.35 1.27
O -1.48 6.00 0.92
S 0.02 5.75 0.26
C 0.98 6.07 1.82
O 0.18 4.38 -0.07
O 0.31 6.76 -0.79
H -1.16 7.77 3.28
H -2.71 6.88 3.32
H -2.65 8.53 2.97
H -2.75 7.55 0.64
H -1.15 8.06 0.90
H 1.15 7.14 1.91
H 1.93 5.55 1.71
H 0.41 5.66 2.65
C -5.77 -2.75 0.93
C -4.50 -3.46 1.43
O -4.97 -4.53 2.22
S -4.10 -6.00 2.16
C -4.37 -6.42 0.34
O -2.66 -5.77 2.46
O -4.91 -6.99 2.95
H -5.57 -2.01 0.15
H -6.41 -2.38 1.73
H -6.39 -3.45 0.37
H -3.79 -3.65 0.63
H -3.96 -2.74 2.05
H -3.63 -5.89 -0.26
H -5.39 -6.05 0.22
H -4.30 -7.50 0.23
C -0.06 2.26 2.16
C -0.86 1.09 1.49
O -0.06 -0.10 1.31
S -0.65 -1.46 0.68
C -0.23 -1.06 -1.09
O 0.14 -2.61 1.14
O -2.13 -1.45 0.73
H 0.84 2.51 1.59
H 0.34 1.91 3.11
H -0.77 3.07 2.33
H -1.81 0.87 1.98
H -1.14 1.41 0.48
H -0.22 -0.01 -1.39
H -0.97 -1.70 -1.56
H 0.81 -1.28 -1.35
C 3.74 2.83 -5.75
C 3.26 3.11 -4.35
O 3.53 1.90 -3.57
S 2.53 1.49 -2.30
C 2.91 2.86 -1.14
O 1.13 1.55 -2.70
O 3.03 0.25 -1.62
H 4.80 2.66 -5.91
H 3.51 3.78 -6.23
H 3.16 2.05 -6.25
H 3.68 4.04 -3.97
H 2.17 3.13 -4.39
H 2.57 3.75 -1.67
H 3.99 2.85 -0.98
H 2.39 2.67 -0.20
C 7.44 -4.80 -2.72
O 6.34 -4.45 -1.79
C 6.58 -3.36 -0.98
C 5.34 -2.76 -0.28
O 4.61 -3.73 0.39
C 3.35 -3.29 0.99
C 3.03 -3.89 2.36
O 2.85 -5.27 2.26
C 2.17 -5.88 3.37
H 8.43 -4.83 -2.26
H 7.37 -4.03 -3.48
H 7.29 -5.72 -3.29
H 7.00 -2.56 -1.59
H 7.24 -3.52 -0.12
H 4.79 -2.12 -0.96
H 5.80 -2.07 0.43
H 2.47 -3.64 0.45
H 3.31 -2.20 1.02
H 2.15 -3.45 2.82
H 3.80 -3.67 3.11
H 2.85 -6.17 4.17
H 1.81 -6.88 3.11
H 1.39 -5.24 3.78
C 1.54 0.66 -11.19
O 0.65 1.26 -10.25
C -0.48 0.51 -9.84
C -1.13 1.30 -8.72
O -0.12 1.14 -7.65
C -0.49 1.58 -6.38
C -1.83 1.08 -5.71
O -1.92 -0.40 -5.58
C -1.00 -0.87 -4.58
H 2.33 1.36 -11.45
H 0.98 0.42 -12.09
H 2.06 -0.20 -10.79
H -0.23 -0.46 -9.42
H -1.19 0.47 -10.68
H -2.08 0.82 -8.50
H -1.28 2.35 -8.99
H -0.47 2.67 -6.35
H 0.36 1.29 -5.77
H -2.55 1.38 -6.47
H -2.09 1.62 -4.79
H -1.41 -1.80 -4.19
H -0.64 -0.27 -3.74
H -0.05 -1.14 -5.05
C 4.37 -7.71 -3.92
O 3.28 -8.10 -3.15
C 3.58 -8.60 -1.86
C 2.30 -9.10 -1.22
O 1.61 -7.96 -0.84
C 0.70 -8.05 0.28
C 0.11 -6.69 0.54
O -0.89 -6.47 -0.40
C -1.04 -5.09 -0.64
H 4.02 -7.28 -4.86
H 4.89 -8.65 -4.08
H 5.00 -6.98 -3.42
H 4.05 -7.81 -1.28
H 4.25 -9.46 -1.81
H 2.57 -9.75 -0.39
H 1.79 -9.75 -1.93
H 1.25 -8.45 1.14
H -0.16 -8.68 0.03
H 0.97 -6.02 0.54
H -0.39 -6.59 1.50
H -0.19 -4.44 -0.83
H -1.58 -4.59 0.16
H -1.70 -5.01 -1.51
C -3.69 -0.63 -2.02
O -3.51 0.53 -1.28
C -4.50 0.93 -0.32
C -4.33 2.39 0.09
O -4.88 2.76 1.39
C -4.57 4.00 1.86
C -5.23 5.11 1.08
O -4.71 5.20 -0.33
C -5.45 6.22 -1.08
H -4.64 -0.53 -2.55
H -3.85 -1.52 -1.40
H -2.91 -0.79 -2.76
H -4.27 0.27 0.51
H -5.49 0.72 -0.72
H -4.85 2.92 -0.70
H -3.28 2.68 0.05
H -3.51 4.25 1.87
H -4.81 4.11 2.92
H -4.96 6.06 1.55
H -6.31 4.93 1.08
H -5.26 7.22 -0.70
H -6.50 5.96 -1.24
H -5.04 6.15 -2.09
C -1.90 -3.09 4.31
O -1.38 -2.48 5.44
C -0.07 -1.86 5.24
C 0.13 -0.73 6.23
O -0.79 0.33 5.87
C -0.81 1.41 6.77
C -1.74 2.45 6.24
O -1.05 3.07 5.18
C -1.76 4.22 4.67
H -2.66 -3.79 4.65
H -1.18 -3.59 3.67
H -2.34 -2.34 3.66
H -0.08 -1.54 4.20
H 0.65 -2.64 5.49
H 1.16 -0.38 6.29
H -0.14 -1.13 7.20
H 0.16 1.87 6.94
H -1.17 1.01 7.73
H -1.97 3.12 7.07
H -2.61 2.01 5.75
H -1.28 4.67 3.80
H -1.93 5.02 5.39
H -2.77 3.88 4.45
*
```

Results
structure (SMILES)	CCOS(C)(=O)=O.CCOS(C)(=O)=O.CCOS(C)(=O)=O.CCOS(C)(=O)=O.CCOS(C)(=O)=O.COCCOCCOC.COCCOCCOC.COCCOCCOC.COCCOCCOC.COCCOCCOC
energy relative to the best compared isomer or geometry (same formula, charge and spin)	4.481	eV
LUMO energy	-0.1	eV
frontier orbital gap	8.730	eV



[2]
Here is 12 unconnected molecules or ions with the total composition C45H111N3O12S9 in a non-equilibrium geometry from the Open Molecules 2025 dataset. Energies are from wB97M-V/def2-TZVPD.

Geometry as ORCA input:
```
! wB97M-V def2-TZVPD RIJCOSX def2/J DEFGRID3
* xyz 0 1
C -4.14 5.64 -1.44
S -4.50 4.21 -2.50
O -3.26 4.04 -3.35
C -4.46 2.95 -1.14
H -3.30 5.48 -0.77
H -4.98 5.93 -0.80
H -3.91 6.47 -2.12
H -5.04 2.11 -1.55
H -4.88 3.36 -0.23
H -3.48 2.48 -1.06
C -2.14 -0.86 4.70
S -1.66 -2.41 5.53
O -2.45 -3.51 4.87
C 0.04 -2.58 4.91
H -3.17 -0.71 5.03
H -2.15 -0.94 3.61
H -1.48 -0.02 4.92
H 0.56 -3.05 5.75
H 0.47 -1.58 4.87
H 0.16 -3.23 4.05
C 4.64 4.91 1.06
S 5.13 6.68 0.86
O 3.92 7.55 0.90
C 6.09 6.77 2.37
H 4.49 4.75 2.13
H 5.42 4.32 0.59
H 3.70 4.87 0.53
H 6.40 7.77 2.65
H 6.89 6.04 2.29
H 5.46 6.31 3.15
C -5.20 -0.34 0.74
S -6.44 -1.07 -0.37
O -6.47 -0.35 -1.70
C -5.53 -2.61 -0.71
H -5.26 0.75 0.68
H -4.18 -0.60 0.47
H -5.47 -0.54 1.78
H -4.77 -2.34 -1.44
H -6.27 -3.30 -1.10
H -5.06 -2.98 0.20
C 2.05 -1.45 -2.64
S 2.19 -3.13 -1.99
O 1.34 -3.05 -0.71
C 1.18 -4.00 -3.24
H 2.50 -0.74 -1.94
H 1.02 -1.07 -2.69
H 2.51 -1.31 -3.62
H 1.22 -5.06 -2.99
H 1.62 -3.76 -4.20
H 0.14 -3.71 -3.09
C -0.34 8.02 0.35
S -0.32 6.21 0.22
O -1.59 5.75 0.87
C -0.26 6.03 -1.56
H -0.60 8.27 1.37
H -1.12 8.31 -0.36
H 0.63 8.46 0.11
H -1.04 6.38 -2.24
H -0.10 4.96 -1.71
H 0.73 6.42 -1.81
C 4.49 1.64 -1.61
S 5.13 0.45 -0.41
O 6.15 -0.38 -1.15
C 6.09 1.60 0.62
H 5.30 2.17 -2.12
H 3.98 2.47 -1.12
H 3.85 1.14 -2.34
H 6.93 2.14 0.19
H 6.59 1.00 1.38
H 5.39 2.29 1.08
C -4.84 2.82 3.26
S -4.58 4.50 3.90
O -5.67 5.42 3.40
C -5.00 4.29 5.63
H -3.95 2.63 2.66
H -5.65 2.86 2.53
H -5.05 2.11 4.05
H -4.26 3.61 6.04
H -5.95 3.78 5.79
H -5.08 5.27 6.09
C -1.18 -5.17 -0.17
S -2.23 -3.82 0.47
O -3.25 -4.52 1.35
C -0.99 -3.20 1.64
H -0.98 -5.92 0.59
H -0.25 -4.64 -0.37
H -1.55 -5.67 -1.07
H -0.46 -4.09 2.00
H -1.52 -2.79 2.50
H -0.20 -2.58 1.24
C 2.33 2.11 1.32
C 1.34 1.16 1.99
C 0.46 1.97 2.99
C -0.74 2.62 2.36
C -1.51 1.68 1.43
C -0.68 0.97 0.37
N 0.51 0.43 1.06
O 1.25 -0.33 0.13
C -1.57 -0.15 -0.14
C -0.36 1.92 -0.78
C 2.11 0.16 2.84
H 2.60 1.66 0.37
H 3.27 2.32 1.83
H 1.93 3.10 1.09
H 0.28 1.30 3.84
H 1.12 2.76 3.37
H -0.48 3.52 1.80
H -1.40 3.04 3.12
H -2.16 2.41 0.94
H -2.03 0.96 2.08
H -2.41 0.36 -0.61
H -1.15 -0.83 -0.89
H -2.02 -0.82 0.59
H -1.23 2.30 -1.32
H 0.21 2.76 -0.36
H 0.29 1.43 -1.51
H 1.47 -0.67 3.13
H 2.66 0.55 3.71
H 2.92 -0.27 2.24
H 1.15 -1.26 0.38
C -0.86 -0.96 -3.90
C -1.43 0.24 -4.70
C -1.33 -0.06 -6.20
C -2.41 -1.01 -6.73
C -3.84 -0.63 -6.35
C -3.96 -0.26 -4.86
N -2.81 0.50 -4.32
O -2.93 0.87 -2.96
C -5.16 0.68 -4.68
C -4.20 -1.54 -4.06
C -0.62 1.52 -4.46
H -0.84 -0.71 -2.84
H 0.16 -1.27 -4.18
H -1.41 -1.87 -4.10
H -1.44 0.87 -6.76
H -0.32 -0.45 -6.33
H -2.21 -2.05 -6.43
H -2.29 -1.07 -7.81
H -4.52 -1.46 -6.53
H -4.15 0.24 -6.93
H -5.33 0.94 -3.64
H -5.03 1.67 -5.14
H -6.04 0.29 -5.20
H -5.14 -2.02 -4.38
H -3.40 -2.27 -4.11
H -4.39 -1.31 -3.01
H -0.65 1.85 -3.42
H -1.06 2.29 -5.10
H 0.44 1.36 -4.66
H -3.10 1.82 -3.06
C 3.87 -3.94 3.40
C 4.23 -3.94 1.89
C 5.76 -4.11 1.76
C 6.17 -5.58 1.79
C 5.39 -6.42 0.81
C 3.86 -6.31 1.01
N 3.48 -4.91 1.09
O 2.10 -4.71 1.32
C 3.19 -6.90 -0.26
C 3.40 -7.17 2.21
C 3.87 -2.57 1.35
H 4.14 -3.04 3.96
H 4.40 -4.67 4.03
H 2.80 -4.09 3.56
H 6.06 -3.57 0.86
H 6.25 -3.65 2.62
H 5.92 -5.90 2.81
H 7.26 -5.67 1.72
H 5.64 -7.48 0.93
H 5.69 -6.17 -0.21
H 3.83 -7.67 -0.70
H 2.24 -7.34 0.06
H 2.84 -6.17 -0.99
H 3.63 -8.23 2.05
H 3.87 -6.79 3.12
H 2.33 -7.06 2.38
H 4.31 -1.78 1.96
H 2.81 -2.37 1.50
H 4.22 -2.37 0.33
H 1.84 -4.12 0.59
*
```

Results
energy relative to the best compared isomer or geometry (same formula, charge and spin)	0.000	eV
LUMO energy	0.1	eV
frontier orbital gap	7.957	eV



Looking at E for the records above, in order, we have -164033.560; -175010.784 eV.